1.
91
Properties=species:S:1:pos:R:3:forces:R:3 method="wB97M-V/def2-TZVPD" e_above_lowest_kcal_mol=0.00 max_force_ev_per_a=2.052 molar_mass_g_mol=757.98 homo_energy_ev=-7.9 e_lumo_ev=0.3
C 0.127683 4.879466 -1.094862 -0.236 0.124 -0.032
C 0.787213 4.081528 -0.010281 0.529 -0.281 0.884
H -0.030772 5.911983 -0.769025 -0.008 -0.160 -0.213
H -0.842608 4.443434 -1.355854 0.169 0.092 0.019
H 0.725799 4.902411 -2.021578 -0.077 -0.104 0.348
C 1.209776 4.617356 1.147686 0.002 -0.262 -0.653
C 1.073817 6.045517 1.544378 -0.180 0.447 0.300
H 1.750248 4.010537 1.874287 -0.169 0.039 -0.330
H 0.160199 6.505387 1.153578 0.208 0.023 0.077
H 1.934261 6.648383 1.224117 -0.144 -0.069 0.010
H 1.035837 6.107691 2.636974 -0.021 0.140 -0.090
Ga -0.450095 0.099270 -0.968937 0.857 1.475 1.140
Cl 0.548891 0.314160 -2.901340 0.025 -0.091 -0.160
Cl -2.463611 -0.629458 -0.463183 0.104 -0.014 -0.058
H -2.041301 -4.696684 -1.179154 -0.186 0.207 -0.216
H -2.218931 -5.088250 -4.386825 -0.204 0.178 0.070
C -2.686961 -3.949785 -1.669124 -0.152 -0.014 0.331
C -2.681406 -4.111677 -4.168502 0.207 -0.050 -0.039
N -2.150410 -3.525637 -2.948479 0.625 0.156 -0.266
H -2.783628 -3.078885 -1.004854 0.053 -0.390 -0.220
C -0.994698 -2.817385 -2.977518 -0.137 0.177 0.913
O -0.416721 -2.430107 -1.955206 -0.553 -0.560 -1.211
H -2.475643 -3.439963 -5.009188 -0.140 -0.149 0.124
H -0.639670 -2.596027 -4.006092 -0.005 0.032 0.365
H -3.671872 -4.390119 -1.857765 0.176 0.097 0.174
H -3.762254 -4.248027 -4.056752 0.229 0.099 -0.148
H -1.808674 2.796806 1.349423 -0.091 -0.346 0.029
H -0.291414 3.624420 3.633695 -0.178 -0.124 0.028
C -2.262069 2.096108 2.063068 0.273 0.317 -0.418
C -1.071181 2.970428 4.050988 0.130 -0.234 -0.029
N -1.335346 1.848686 3.161444 -0.286 -0.803 0.706
H -2.491650 1.158429 1.550272 0.109 0.242 0.109
C -0.885852 0.598415 3.483906 -0.111 0.283 -0.944
O -0.843099 -0.370486 2.717032 -0.257 0.828 0.993
H -0.718971 2.579058 5.011823 -0.084 0.211 -0.080
H -0.522234 0.543510 4.532408 0.102 -0.015 -0.327
H -3.176651 2.566659 2.453432 0.138 -0.267 0.097
H -1.979586 3.566292 4.192717 0.125 -0.159 0.069
O -0.192840 1.880940 -0.136197 -0.834 -1.221 -0.124
C 0.988475 2.588906 -0.300109 0.401 -0.691 -0.114
C 1.814363 1.704514 1.903830 0.467 0.186 0.237
C 2.080710 1.953736 0.562001 -0.325 0.613 -0.478
H 0.802425 1.888180 2.264931 0.365 -0.242 -0.159
C 2.861750 1.377278 2.765816 -0.314 0.065 -0.341
H 1.299042 2.537843 -1.355232 0.275 -0.020 -0.026
C 3.344431 1.737735 0.030097 -0.036 0.221 0.291
H 2.637233 1.193081 3.816339 0.253 0.077 -0.136
C 4.166046 1.326670 2.269170 0.187 -0.106 0.035
C 4.407050 1.481271 0.899267 -0.070 -0.174 -0.016
H 3.447188 1.844619 -1.054714 0.308 0.044 0.405
H 4.993915 1.156962 2.962196 -0.203 -0.027 -0.286
H 5.417727 1.416747 0.496072 -0.160 -0.068 0.204
Si -3.751180 1.506767 -3.059394 0.656 0.482 -0.072
Cl -2.137229 2.278023 -1.915141 -1.176 0.172 -0.918
C -5.085290 1.043760 -1.839623 -0.322 -0.041 0.290
C -3.024312 0.165697 -4.150566 0.018 -0.215 -0.052
C -4.341475 2.913108 -4.153696 0.007 -0.006 0.205
H -4.701224 1.078671 -0.810326 -0.052 0.016 -0.354
H -5.490476 0.039340 -1.990471 0.078 0.038 -0.064
H -5.923783 1.752952 -1.915514 0.224 -0.155 -0.012
H -4.934654 3.610484 -3.550737 0.089 -0.016 -0.170
H -4.968619 2.537459 -4.968980 0.023 0.050 0.064
H -3.492582 3.456750 -4.583377 -0.148 -0.117 0.043
H -2.333979 -0.478161 -3.589908 -0.225 0.131 -0.089
H -2.454816 0.606917 -4.986718 -0.219 -0.053 0.354
H -3.821365 -0.462484 -4.578398 0.164 0.130 0.101
N 0.722269 -0.862237 0.284814 0.027 -0.182 0.610
S 2.019560 -1.743579 0.031205 0.290 0.238 -0.642
C 2.879943 -1.930417 1.592340 0.447 -0.211 0.353
C 4.278895 -2.016909 1.537591 -0.349 0.106 -0.169
C 5.013913 -2.200873 2.707836 -0.337 -0.035 0.038
C 4.341662 -2.314916 3.929423 -0.104 0.087 -0.092
C 2.945955 -2.250107 3.981989 -0.076 0.117 -0.464
C 2.207274 -2.051574 2.804640 0.224 -0.060 0.198
C 1.546232 -3.441178 -0.266791 -0.027 -0.909 0.213
C 0.504226 -4.010767 0.456605 0.113 -0.324 -0.144
C 0.158810 -5.345946 0.221692 0.120 0.376 0.104
C 0.848031 -6.081871 -0.746534 -0.048 0.060 0.013
C 1.892199 -5.500044 -1.472487 -0.089 0.002 0.047
C 2.247944 -4.174631 -1.231952 -0.169 0.430 0.390
H 0.462688 -0.741113 1.270365 -0.186 -0.130 -0.386
H 4.766169 -1.919306 0.566329 -0.011 0.001 0.303
H 6.103346 -2.250586 2.668900 -0.346 0.022 0.000
H 4.909375 -2.438742 4.852536 -0.143 -0.019 -0.261
H 2.418445 -2.349419 4.933487 0.208 0.050 -0.311
H 1.122201 -1.987965 2.833207 0.115 0.034 0.130
H -0.035658 -3.402670 1.180604 -0.006 -0.141 -0.142
H -0.651354 -5.793463 0.807053 0.319 0.094 -0.310
H 0.556417 -7.116134 -0.940068 0.147 0.290 0.052
H 2.426783 -6.077495 -2.230679 -0.196 0.185 0.264
H 3.051728 -3.679271 -1.779434 -0.199 -0.233 0.041

2.
97
Properties=species:S:1:pos:R:3:forces:R:3 method="wB97M-V/def2-TZVPD" e_above_lowest_kcal_mol=20.14 max_force_ev_per_a=1.761 molar_mass_g_mol=784.28 smiles="CCCNc1ccc2c(c1)C(=O)c1c(CCCCl)cc(CCCC(=O)OCC)c(P(=O)(O)O)c1C2=O.CCOS(C)(=O)=O.CCOS(C)(=O)=O" homo_energy_ev=-9.3 e_lumo_ev=-0.6
C 3.052131 7.057821 3.794388 -0.828 -0.826 -0.146
C 1.891619 6.038419 3.869368 -0.255 -0.086 0.093
C 1.407172 5.769370 5.314512 0.243 -0.274 -0.452
N -0.086501 5.710857 5.433290 0.869 -0.749 0.412
C -0.502688 4.451512 4.857212 -0.268 1.294 -0.134
C -0.450697 3.266257 5.562913 0.258 -0.143 0.525
C -0.826327 2.077183 4.968383 -0.072 -0.359 0.550
C -1.253200 2.103300 3.664181 -0.052 -0.927 -0.809
C -1.322924 3.294012 2.971917 -0.252 0.028 -1.352
C -0.963326 4.485704 3.549391 0.010 0.173 0.221
C -1.807351 3.205864 1.543129 -0.153 -0.091 0.307
O -2.561723 4.025844 1.063165 0.528 -0.335 0.133
C -1.292014 1.987245 0.791429 -0.363 0.774 0.212
C -0.908681 2.093517 -0.548648 -0.423 0.769 0.472
C -1.057673 3.432402 -1.260170 0.546 -0.490 -0.324
C -0.101172 3.652874 -2.463659 -0.545 0.745 0.051
C 0.862836 4.814314 -2.183307 0.011 -0.595 -0.262
Cl -0.032116 6.372202 -2.049598 0.267 -0.276 0.013
C -0.418177 0.959247 -1.144235 -0.066 0.394 -0.794
C -0.302718 -0.256977 -0.501026 0.108 -1.015 -0.200
C 0.284270 -1.461138 -1.261621 0.609 1.300 -0.223
C 1.076179 -1.055476 -2.531943 0.507 -0.282 1.023
C 2.354742 -0.281440 -2.118116 -0.030 -0.175 -0.824
C 3.263331 0.034926 -3.324524 0.618 0.334 0.438
O 4.391774 0.452222 -3.216053 -1.229 -0.472 -0.241
O 2.691128 -0.237774 -4.559044 0.347 0.377 0.514
C 1.987284 0.907885 -5.046688 -0.891 0.271 -0.371
C 1.073095 0.493227 -6.197575 0.334 0.115 -0.256
C -0.723062 -0.370723 0.826374 0.621 -0.036 0.497
P -0.680834 -1.926080 1.778052 -1.426 -0.828 0.616
O -2.044250 -2.394602 2.058330 -0.320 0.043 -0.336
O 0.087636 -3.122797 1.020646 0.265 0.767 0.136
O 0.157636 -1.638337 3.102946 0.287 0.280 -0.537
C -1.209054 0.782867 1.472857 -0.135 -0.356 0.597
C -1.661538 0.842352 2.933104 0.044 0.318 0.453
O -2.327051 0.010408 3.506178 0.470 0.227 -0.498
H 2.646538 8.057670 3.976358 0.389 -0.066 0.066
H 3.799191 6.769464 4.541708 0.042 0.352 -0.171
H 3.487986 6.995829 2.791484 0.091 0.283 0.257
H 1.018812 6.367537 3.290242 0.330 0.194 0.044
H 2.200098 5.088565 3.410107 -0.016 0.195 0.117
H 1.804844 4.784764 5.615799 0.145 0.322 0.163
H 1.827693 6.521201 5.992941 -0.398 -0.007 -0.074
H -0.241868 5.609968 6.435092 -0.199 0.268 -0.066
H -0.082513 3.282345 6.588476 -0.071 -0.063 -0.167
H -0.779645 1.134525 5.508550 -0.042 0.166 -0.070
H -1.020534 5.437308 3.030789 -0.127 -0.213 -0.009
H -2.108277 3.534915 -1.556790 0.246 0.057 0.031
H -0.868501 4.236880 -0.543366 -0.196 -0.157 -0.140
H 0.482415 2.772236 -2.751252 -0.022 0.172 0.216
H -0.700618 3.933093 -3.340600 0.215 -0.150 0.090
H 1.582944 4.905708 -3.000129 -0.116 0.194 0.169
H 1.406683 4.641854 -1.248890 -0.127 0.217 -0.121
H -0.128102 1.060596 -2.184815 0.007 -0.298 0.195
H 1.037039 -1.885407 -0.591529 -0.443 -0.435 -0.213
H -0.518720 -2.167233 -1.493138 0.271 -0.069 0.097
H 0.474174 -0.482501 -3.239702 0.107 -0.276 -0.055
H 1.445276 -1.973452 -3.004095 -0.448 0.177 -0.177
H 2.121300 0.636729 -1.564280 0.177 -0.046 -0.253
H 2.981948 -0.883420 -1.446637 -0.225 0.063 -0.069
H 2.701813 1.679930 -5.362453 -0.090 -0.163 0.109
H 1.340871 1.341214 -4.260634 0.376 -0.160 0.061
H 1.676584 0.343274 -7.100587 -0.225 -0.217 0.150
H 0.509488 -0.417913 -5.971961 0.242 0.095 0.007
H 0.344642 1.281079 -6.428767 0.232 -0.038 0.164
H -0.628534 -3.686301 0.690768 0.133 -0.119 0.066
H -0.264033 -2.107448 3.843063 0.036 -0.171 -0.107
C 3.046410 -5.302433 -6.489215 -0.222 -0.023 0.187
C 2.645995 -4.630210 -7.788114 0.647 0.124 0.350
O 1.308703 -4.979018 -8.198782 -0.208 0.006 -0.075
S 0.089106 -4.344129 -7.393797 -0.022 -0.412 -0.516
C -1.193523 -4.846939 -8.490597 -0.005 -0.017 -0.130
O 0.209804 -2.918561 -7.422981 0.060 0.097 0.280
O -0.072617 -5.045412 -6.158279 -0.001 0.243 0.186
H 2.440874 -4.948016 -5.656101 0.022 0.025 -0.015
H 4.090881 -5.091526 -6.257387 0.014 0.006 -0.125
H 2.906047 -6.381662 -6.556401 0.067 0.008 -0.040
H 2.745246 -3.545152 -7.719512 -0.197 0.000 -0.008
H 3.304996 -4.965113 -8.587565 -0.275 -0.049 -0.168
H -1.065685 -4.341675 -9.444267 0.031 -0.004 0.020
H -2.137913 -4.558616 -8.033536 0.054 0.035 0.062
H -1.151417 -5.926564 -8.609191 0.029 0.013 0.030
C -3.037678 -6.528780 7.077736 0.151 0.191 0.123
C -3.409620 -6.215517 5.640778 0.228 -0.602 0.229
O -3.765893 -4.834359 5.454173 0.069 0.107 -0.081
S -2.597646 -3.746505 5.477910 -1.028 0.467 -0.171
C -3.526259 -2.378503 4.894347 -0.333 -0.151 0.124
O -1.624352 -4.086614 4.484425 0.605 -0.249 0.272
O -2.215561 -3.507038 6.837697 0.364 -0.111 -0.060
H -2.129969 -6.005699 7.375374 -0.002 -0.018 -0.024
H -2.864023 -7.598468 7.202431 -0.089 -0.013 -0.087
H -3.830836 -6.214034 7.756503 -0.031 -0.063 -0.029
H -2.606047 -6.490827 4.954554 0.017 0.182 -0.025
H -4.287425 -6.795608 5.359594 -0.107 0.268 -0.114
H -3.836614 -2.568847 3.870707 0.153 0.028 -0.033
H -2.875480 -1.511859 4.931411 0.032 -0.031 -0.033
H -4.383919 -2.229164 5.547041 0.051 -0.056 0.061